The following is a quantum chemistry calculation of a 3-piece molecular cluster, C4H15NO3 overall, from OMol25.

Geometry as ORCA input:
```
! wB97M-V def2-TZVPD RIJCOSX def2/J DEFGRID3
* xyz 1 2
C 0.829 -2.300 0.222
C -0.425 -1.447 0.685
N -0.283 -0.108 0.219
C -1.692 0.447 -0.069
C -1.914 1.784 0.668
O -2.101 2.827 -0.249
H 0.826 -2.327 -0.842
H 1.729 -1.899 0.710
H 0.864 -3.380 0.462
H -1.277 -2.072 0.439
H -0.327 -1.480 1.803
H 0.459 -0.089 -0.519
H -1.744 0.554 -1.159
H -2.462 -0.291 0.345
H -1.017 2.103 1.246
H -2.619 1.645 1.495
H -1.344 3.079 -0.783
H 2.434 -0.767 -2.363
H 2.391 0.707 -2.126
O 1.842 -0.006 -2.481
H 2.291 0.787 1.419
H 1.297 1.209 0.394
O 2.245 1.026 0.483
*
```

Summary:
<S²>	0.754
frontier orbital gap (spin up / spin down)	11.70 / 6.42	eV
LUMO (spin up / spin down)	-3.003 / -8.258	eV
HOMO level (spin up / spin down)	-14.70 / -14.68	eV
electronic energy	-12013.548	eV
energy relative to the best compared isomer or geometry (same formula, charge and spin)	2.286	eV

=====

The following is a quantum chemistry calculation of a 3-piece molecular cluster, CH4FO3P overall, from OMol25.

Geometry as ORCA input:
```
! wB97M-V def2-TZVPD RIJCOSX def2/J DEFGRID3
* xyz 0 1
C 1.285 -1.100 2.118
O -2.663 -0.495 -0.573
O 1.238 -2.145 1.787
O -2.188 0.329 -1.601
F 3.103 -0.091 0.449
P 1.702 0.864 0.625
H -2.736 0.059 0.273
H -2.964 0.564 -2.191
H 2.107 1.917 -0.390
H 1.117 0.099 -0.497
*
```

Summary:
frontier orbital gap	10.17	eV
LUMO	0.304	eV
HOMO level	-9.87	eV
electronic energy	-19246.279	eV
energy relative to the best compared isomer or geometry (same formula, charge and spin)	0.308	eV

=====

The following is a quantum chemistry calculation of a 9-piece molecular cluster, C81H171N9O9 overall, from OMol25.

Geometry as ORCA input:
```
! wB97M-V def2-TZVPD RIJCOSX def2/J DEFGRID3
* xyz 0 1
C 4.242 -2.624 -11.001
C 5.312 -2.166 -10.080
C 4.901 -2.634 -8.617
C 6.630 -2.916 -10.319
C 7.387 -2.582 -11.615
C 7.674 -1.073 -11.609
C 6.396 -0.250 -11.382
C 6.914 1.182 -11.017
C 5.695 -0.118 -12.751
N 5.613 -0.720 -10.230
O 4.465 0.085 -9.910
H 3.914 -3.639 -10.777
H 3.413 -1.922 -10.914
H 4.402 -2.581 -12.079
H 5.194 -3.672 -8.463
H 5.391 -2.110 -7.797
H 3.858 -2.446 -8.361
H 7.417 -2.715 -9.592
H 6.397 -3.980 -10.349
H 8.338 -3.114 -11.587
H 6.796 -2.817 -12.501
H 8.285 -0.822 -12.476
H 8.271 -0.886 -10.716
H 7.339 1.265 -10.017
H 6.123 1.928 -11.095
H 7.699 1.448 -11.725
H 6.212 0.591 -13.398
H 4.689 0.294 -12.680
H 5.534 -1.089 -13.220
H 4.674 0.358 -9.014
C 0.868 2.023 -1.667
C 1.516 1.545 -0.410
C 3.040 1.482 -0.448
C 1.185 2.689 0.642
C 1.369 2.260 2.173
C 0.675 0.952 2.445
C 0.868 -0.216 1.532
C 2.186 -1.016 1.769
C -0.310 -1.204 1.719
N 0.818 0.300 0.122
O 0.862 -0.709 -0.802
H 1.080 1.456 -2.574
H -0.200 2.172 -1.508
H 1.170 3.058 -1.825
H 3.625 1.268 0.447
H 3.269 0.738 -1.211
H 3.509 2.426 -0.725
H 1.719 3.604 0.385
H 0.158 3.048 0.586
H 2.383 2.305 2.571
H 0.774 3.003 2.703
H -0.360 1.131 2.739
H 1.137 0.591 3.363
H 2.344 -1.719 0.951
H 2.255 -1.642 2.658
H 3.076 -0.407 1.607
H -1.256 -0.674 1.607
H -0.362 -1.595 2.735
H -0.239 -1.979 0.956
H -0.081 -0.698 -0.980
C -7.602 3.707 -1.885
C -8.480 2.477 -1.408
C -8.325 2.100 0.080
C -9.944 2.988 -1.693
C -10.980 1.887 -1.737
C -10.495 0.824 -2.702
C -9.160 0.183 -2.502
C -9.194 -0.758 -1.240
C -8.884 -0.579 -3.866
N -8.163 1.271 -2.305
O -6.918 0.683 -1.983
H -7.801 4.686 -1.449
H -6.578 3.351 -1.770
H -7.632 3.834 -2.967
H -7.284 1.837 0.269
H -8.635 2.950 0.686
H -9.030 1.346 0.430
H -10.237 3.638 -0.869
H -9.892 3.552 -2.624
H -11.308 1.569 -0.748
H -11.860 2.347 -2.187
H -10.510 1.308 -3.678
H -11.213 0.005 -2.670
H -9.875 -1.573 -1.488
H -9.703 -0.223 -0.438
H -8.230 -1.204 -0.996
H -8.269 0.009 -4.547
H -9.803 -0.987 -4.286
H -8.276 -1.468 -3.697
H -6.283 1.201 -2.483
C -6.682 6.180 10.620
C -6.249 4.700 10.307
C -5.092 4.878 9.283
C -5.753 4.013 11.602
C -5.380 2.574 11.448
C -6.573 1.787 10.837
C -7.264 2.405 9.639
C -6.291 2.065 8.453
C -8.588 1.622 9.455
N -7.407 3.860 9.840
O -8.123 4.555 8.829
H -7.683 6.269 11.044
H -5.907 6.725 11.160
H -6.641 6.763 9.700
H -5.555 5.192 8.347
H -4.433 5.652 9.678
H -4.379 4.060 9.184
H -4.846 4.543 11.891
H -6.402 4.155 12.466
H -4.459 2.581 10.864
H -5.112 2.055 12.368
H -7.346 1.730 11.603
H -6.349 0.724 10.752
H -6.590 2.608 7.556
H -6.327 1.022 8.139
H -5.241 2.213 8.705
H -8.382 0.583 9.196
H -9.048 2.073 8.576
H -9.416 1.664 10.163
H -8.953 4.694 9.290
C 4.854 -14.442 8.553
C 4.445 -13.010 8.989
C 3.127 -13.012 9.880
C 5.629 -12.511 9.911
C 5.749 -11.028 10.182
C 5.658 -10.251 8.837
C 4.422 -10.524 7.947
C 3.140 -10.024 8.636
C 4.582 -9.871 6.574
N 4.437 -12.024 7.860
O 3.521 -12.436 6.890
H 3.973 -14.997 8.229
H 5.504 -14.494 7.680
H 5.353 -14.903 9.405
H 3.010 -13.891 10.514
H 2.982 -12.223 10.617
H 2.285 -12.856 9.205
H 5.547 -13.033 10.865
H 6.582 -12.832 9.493
H 5.050 -10.661 10.933
H 6.673 -10.669 10.636
H 6.605 -10.461 8.340
H 5.678 -9.209 9.157
H 2.268 -10.298 8.043
H 3.200 -8.939 8.724
H 2.990 -10.457 9.624
H 5.089 -8.908 6.639
H 3.632 -9.898 6.041
H 5.229 -10.547 6.015
H 4.073 -12.681 6.143
C 11.257 -0.275 6.207
C 11.112 0.146 7.741
C 10.056 1.302 7.857
C 10.667 -1.096 8.582
C 11.707 -2.151 8.798
C 12.954 -1.586 9.472
C 13.568 -0.480 8.682
C 14.650 0.218 9.602
C 14.185 -0.866 7.231
N 12.492 0.535 8.292
O 12.973 1.683 7.721
H 10.295 -0.067 5.739
H 11.927 0.394 5.666
H 11.523 -1.231 5.755
H 9.966 1.627 8.894
H 10.329 2.153 7.233
H 9.031 0.992 7.655
H 10.299 -0.873 9.584
H 9.989 -1.671 7.952
H 11.263 -2.909 9.443
H 11.861 -2.570 7.804
H 13.672 -2.402 9.548
H 12.803 -1.217 10.487
H 14.973 1.178 9.199
H 15.541 -0.372 9.815
H 14.318 0.534 10.590
H 13.557 -1.323 6.467
H 15.017 -1.571 7.253
H 14.631 -0.088 6.612
H 13.076 2.222 8.509
C 2.948 13.679 -8.546
C 3.428 12.742 -9.633
C 3.134 13.222 -11.091
C 4.962 12.676 -9.683
C 5.583 11.820 -8.559
C 4.976 10.393 -8.737
C 3.385 10.388 -8.570
C 2.881 9.032 -9.056
C 3.013 10.533 -7.119
N 2.846 11.396 -9.495
O 1.414 11.455 -9.341
H 3.088 14.748 -8.707
H 1.860 13.655 -8.488
H 3.304 13.582 -7.520
H 3.767 12.869 -11.905
H 2.098 12.925 -11.256
H 3.077 14.309 -11.132
H 5.459 12.232 -10.545
H 5.402 13.671 -9.609
H 6.667 11.809 -8.676
H 5.320 12.217 -7.578
H 5.411 9.816 -7.921
H 5.319 9.890 -9.640
H 1.981 8.553 -8.671
H 3.599 8.223 -8.926
H 2.769 9.100 -10.138
H 3.462 11.377 -6.594
H 3.334 9.601 -6.653
H 1.972 10.747 -6.878
H 1.006 10.845 -9.961
C -7.829 4.245 -10.024
C -6.407 4.668 -10.412
C -6.250 6.142 -9.917
C -5.428 3.743 -9.682
C -3.957 4.114 -10.068
C -3.863 3.833 -11.574
C -4.827 4.646 -12.474
C -4.242 6.066 -12.622
C -4.923 4.183 -13.966
N -6.211 4.463 -11.881
O -7.189 5.017 -12.652
H -7.898 3.996 -8.965
H -8.590 4.981 -10.285
H -8.032 3.305 -10.536
H -5.308 6.611 -10.200
H -7.073 6.663 -10.407
H -6.449 6.283 -8.855
H -5.771 3.537 -8.668
H -5.630 2.732 -10.034
H -3.879 5.173 -9.819
H -3.259 3.460 -9.545
H -4.022 2.796 -11.869
H -2.869 4.165 -11.875
H -3.223 6.015 -13.006
H -3.966 6.538 -11.679
H -4.853 6.588 -13.358
H -3.997 4.176 -14.541
H -5.650 4.798 -14.496
H -5.454 3.232 -14.022
H -7.746 4.238 -12.721
C -7.273 -7.787 7.537
C -6.047 -8.059 6.631
C -4.887 -7.115 7.074
C -5.588 -9.529 6.737
C -6.519 -10.430 5.983
C -6.351 -10.123 4.555
C -7.070 -8.694 4.303
C -6.527 -8.399 2.836
C -8.617 -8.802 4.349
N -6.503 -7.725 5.301
O -6.852 -6.364 5.082
H -8.169 -8.253 7.128
H -7.037 -8.049 8.568
H -7.490 -6.724 7.638
H -3.967 -7.264 6.508
H -5.074 -6.043 7.132
H -4.580 -7.410 8.077
H -4.639 -9.658 6.217
H -5.488 -9.795 7.789
H -6.338 -11.452 6.317
H -7.558 -10.173 6.189
H -6.798 -10.930 3.974
H -5.305 -10.240 4.273
H -6.707 -7.395 2.453
H -6.930 -9.065 2.073
H -5.454 -8.516 2.689
H -9.082 -8.933 5.326
H -9.012 -9.650 3.791
H -9.003 -7.911 3.854
H -6.002 -5.944 4.933
*
```

Summary:
frontier orbital gap	8.23	eV
LUMO	0.438	eV
HOMO level	-7.79	eV
electronic energy	-118590.299	eV
energy relative to the best compared isomer or geometry (same formula, charge and spin)	10.140	eV

=====

The following is a quantum chemistry calculation of an isolated ion of composition C7H16N3O2 and charge +1, from OMol25.

Geometry as ORCA input:
```
! wB97M-V def2-TZVPD RIJCOSX def2/J DEFGRID3
* xyz 1 1
C 4.223 -1.328 0.108
O 3.714 -0.034 0.024
C 2.476 0.304 -0.149
N 2.324 1.610 -0.454
C 1.445 -0.698 -0.115
C 0.148 -0.700 -0.602
C -0.648 0.465 -0.801
C -1.879 0.669 0.553
N -2.678 1.729 0.044
N -1.177 0.874 1.707
O -2.503 -0.588 0.672
C -3.335 -1.121 -0.363
H 4.187 -1.728 1.141
H 5.378 -1.269 0.035
H 3.943 -2.163 -0.521
H 1.532 1.984 -0.839
H 3.130 2.205 -0.447
H 1.851 -1.724 0.003
H -0.354 -1.601 -0.848
H -0.253 1.441 -0.631
H -1.449 0.306 -1.595
H -3.365 1.892 0.793
H -3.195 1.706 -0.793
H -1.438 0.002 2.316
H -1.566 1.632 2.332
H -4.328 -0.817 -0.018
H -3.330 -2.169 -0.239
H -2.851 -0.877 -1.315
*
```

Summary:
frontier orbital gap (spin up / spin down)	8.11 / 8.11	eV
LUMO (spin up / spin down)	-4.214 / -4.213	eV
HOMO level (spin up / spin down)	-12.33 / -12.33	eV
electronic energy	-16074.541	eV
energy relative to the best compared isomer or geometry (same formula, charge and spin)	2.455	eV

=====

The following is a quantum chemistry calculation of a 2-piece molecular cluster, C30H61ClI2NO3S overall, from OMol25.

Geometry as ORCA input:
```
! wB97M-V def2-TZVPD RIJCOSX def2/J DEFGRID3
* xyz 1 1
C -1.856 -6.630 -3.230
C -2.414 -5.209 -3.220
C -2.717 -4.637 -4.604
C -1.554 -4.675 -5.593
C -0.250 -4.113 -5.036
C -0.371 -2.683 -4.521
C 0.972 -1.975 -4.336
C 0.939 -0.836 -3.311
C 1.220 0.534 -3.923
C 1.348 1.722 -2.981
N 2.329 1.592 -1.817
Cl 3.810 0.913 -2.457
C 2.673 2.955 -1.190
C 1.921 3.089 0.160
C 2.974 3.343 1.281
I 3.853 5.249 0.670
C 2.527 3.424 2.742
C 3.232 4.441 3.624
I 2.832 1.505 3.705
C 0.949 1.878 0.058
C -0.032 1.483 1.185
C -0.468 0.017 1.216
C -1.536 -0.312 0.190
C -1.813 -1.798 0.097
C -2.911 -2.154 -0.910
C -3.718 -3.400 -0.580
C -3.007 -4.728 -0.843
C -2.081 -5.191 0.282
C -1.523 -6.591 0.053
C 1.721 0.771 -0.666
C 2.775 -0.023 0.077
H -2.652 -7.376 -3.247
H -1.245 -6.838 -2.353
H -1.225 -6.813 -4.104
H -3.345 -5.211 -2.647
H -1.735 -4.532 -2.686
H -3.064 -3.605 -4.489
H -3.561 -5.189 -5.031
H -1.834 -4.094 -6.479
H -1.387 -5.697 -5.938
H 0.133 -4.759 -4.237
H 0.504 -4.132 -5.832
H -0.974 -2.111 -5.239
H -0.931 -2.683 -3.578
H 1.734 -2.712 -4.067
H 1.283 -1.558 -5.302
H 1.648 -1.037 -2.506
H -0.064 -0.810 -2.862
H 2.074 0.491 -4.601
H 0.364 0.807 -4.550
H 0.400 1.960 -2.504
H 1.670 2.606 -3.531
H 3.752 2.988 -1.064
H 2.398 3.697 -1.933
H 1.322 4.001 0.103
H 3.820 2.666 1.170
H 1.452 3.608 2.778
H 4.315 4.396 3.495
H 2.877 5.445 3.392
H 3.012 4.261 4.672
H 0.274 2.245 -0.721
H -0.933 2.083 1.023
H 0.341 1.778 2.158
H -0.836 -0.208 2.221
H 0.374 -0.660 1.064
H -2.468 0.199 0.455
H -1.227 0.070 -0.797
H -0.887 -2.324 -0.173
H -2.090 -2.163 1.095
H -2.438 -2.299 -1.891
H -3.597 -1.305 -1.009
H -4.657 -3.358 -1.135
H -3.995 -3.382 0.484
H -2.449 -4.663 -1.787
H -3.760 -5.509 -0.993
H -1.251 -4.484 0.402
H -2.644 -5.158 1.221
H -0.755 -6.594 -0.720
H -2.313 -7.277 -0.263
H -1.076 -6.993 0.963
H 1.003 0.097 -1.125
H 3.140 -0.854 -0.526
H 3.631 0.582 0.375
H 2.322 -0.421 0.976
O 1.524 6.515 5.415
S 0.540 6.089 6.372
O -0.827 6.044 5.949
O 0.695 6.936 7.687
C 0.706 8.392 7.566
C -0.663 8.970 7.302
C 0.996 4.524 7.026
H 1.427 8.658 6.793
H 1.100 8.709 8.528
H -1.044 8.678 6.325
H -0.590 10.057 7.338
H -1.373 8.642 8.060
H 2.036 4.557 7.340
H 0.861 3.832 6.196
H 0.339 4.267 7.851
*
```

Summary:
frontier orbital gap	7.53	eV
LUMO	-3.424	eV
HOMO level	-10.95	eV
electronic energy	-79281.509	eV

=====

What is the electronic energy in the fifth record?
-79281.509 eV

=====

The lowest electronic energy belongs to which entry?
C81H171N9O9

=====

Among the records above, which one has the highest electronic energy?
C4H15NO3